{"formula": "C3H6N2O3", "method": "ωB97M-V with the def2-TZVPD basis set", "smiles": "NC(=O)/C=[N+](/[O-])CO", "largest_force_ev_per_a": 5.231, "homo_ev": -9.70, "gap_ev": 9.924, "elements": ["N", "C", "O", "C", "N", "O", "C", "O", "H", "H", "H", "H", "H", "H"], "xyz": [[1.51, 0.82, -0.57], [1.61, -0.33, 0.01], [2.52, -0.61, 0.80], [0.43, -1.19, -0.18], [-0.77, -0.83, 0.04], [-1.84, -1.44, -0.29], [-1.07, 0.56, 0.76], [-2.20, 1.10, -0.01], [0.83, 1.08, -1.34], [2.42, 1.28, -0.58], [0.64, -2.19, -0.66], [-0.24, 1.15, 0.65], [-1.29, 0.33, 1.85], [-2.54, 0.26, -0.48]]}